C72H81F11N2P | wB97M-V/def2-TZVPD

**F_max**: 2.64 eV Å⁻¹
**E_HOMO**: -4.00 eV
**Net charge**: -1
**Multiplicity**: 1
**E**: -4341.31172 Ha
**Orbital gap**: 5.652 eV

Last column: Mulliken charge in e.
CARTESIAN COORDINATES (ANGSTROEM)
C1 -3.370 -1.597 4.160  -1.21
C2 -4.061 -2.927 3.417  0.40
C3 -5.216 -3.453 4.506  -1.05
C4 -2.826 -4.049 3.297  -0.51
C5 -2.948 -4.948 1.891  -0.96
P1 -1.248 -5.075 1.033  2.07
F1 -0.569 -5.520 2.624  -0.49
C6 -1.414 -6.963 0.700  -1.21
C7 -0.026 -7.688 0.211  -0.05
N1 1.124 -7.583 1.211  -0.68
C8 -1.919 -4.592 -0.687  -1.28
C9 -1.378 -3.127 -1.245  -0.49
C10 -0.110 -3.242 -2.282  0.04
C11 1.307 -2.603 -1.668  -0.70
C12 2.410 -3.772 -1.273  0.39
N2 3.763 -3.051 -1.127  -0.64
H1 -2.576 -1.198 3.391  0.31
H2 -4.148 -0.759 4.410  0.38
H3 -2.800 -1.990 5.125  0.24
H4 -4.518 -2.652 2.376  0.29
H5 -4.634 -4.056 5.355  0.26
H6 -5.676 -2.513 5.059  0.29
H7 -6.015 -4.119 3.965  0.26
H8 -2.850 -4.806 4.197  0.10
H9 -1.835 -3.413 3.341  0.31
H10 -3.792 -4.432 1.268  0.23
H11 -3.295 -6.047 2.140  0.26
H12 0.075 -5.156 0.438  -0.95
H13 -0.998 -3.674 1.341  -0.14
H14 -1.746 -7.517 1.699  0.32
H15 -2.239 -7.230 -0.105  0.29
H16 0.386 -7.276 -0.807  -0.07
H17 -0.231 -8.857 0.094  0.34
H18 1.931 -8.112 0.813  0.25
H19 1.460 -6.596 1.311  0.25
H20 -1.541 -5.435 -1.443  0.32
H21 -3.084 -4.571 -0.788  0.46
H22 -1.121 -2.361 -0.398  0.25
H23 -2.275 -2.651 -1.868  0.24
H24 0.044 -4.323 -2.734  0.12
H25 -0.369 -2.545 -3.213  0.08
H26 1.845 -1.925 -2.491  0.10
H27 1.051 -1.980 -0.687  0.23
H28 2.439 -4.614 -2.086  -0.34
H29 2.122 -4.144 -0.195  0.25
H30 4.360 -3.687 -0.552  0.28
H31 3.521 -2.180 -0.584  0.27
F2 2.415 -6.771 -2.797  -0.13
C13 3.419 -6.752 -3.685  0.29
C14 3.247 -7.356 -4.925  -0.55
C15 4.289 -7.333 -5.851  -0.21
C16 5.498 -6.714 -5.522  -0.59
C17 5.662 -6.114 -4.272  -0.46
C18 4.616 -6.128 -3.351  -0.25
H32 2.304 -7.840 -5.160  0.46
H33 4.162 -7.796 -6.826  0.37
H34 6.312 -6.699 -6.243  0.37
H35 6.605 -5.636 -4.017  0.37
H36 4.723 -5.659 -2.378  0.34
F3 -1.777 -0.847 -4.863  -0.32
C19 -1.145 0.297 -4.567  0.28
C20 -1.885 1.458 -4.375  -0.65
C21 -1.227 2.648 -4.062  0.13
C22 0.166 2.664 -3.955  -0.39
C23 0.900 1.494 -4.154  -0.55
C24 0.241 0.303 -4.456  -0.27
H37 -2.965 1.428 -4.471  0.40
H38 -1.797 3.560 -3.902  0.18
H39 0.679 3.593 -3.715  0.36
H40 1.985 1.510 -4.074  0.38
H41 0.796 -0.618 -4.605  0.45
F4 5.929 -3.852 0.861  -0.34
C25 6.562 -2.708 1.157  0.34
C26 5.822 -1.547 1.348  -0.14
C27 6.480 -0.357 1.662  -0.57
C28 7.873 -0.341 1.769  -0.45
C29 8.607 -1.511 1.570  -0.42
C30 7.948 -2.702 1.268  -0.46
H42 4.741 -1.577 1.253  0.43
H43 5.910 0.555 1.821  0.38
H44 8.386 0.588 2.009  0.38
H45 9.691 -1.494 1.650  0.36
H46 8.502 -3.623 1.118  0.42
F5 -2.346 6.279 -4.037  -0.36
C31 -2.730 6.268 -2.754  0.26
C32 -1.850 5.808 -1.780  -0.13
C33 -2.248 5.802 -0.443  -0.38
C34 -3.526 6.246 -0.096  -0.65
C35 -4.403 6.702 -1.081  -0.31
C36 -4.002 6.718 -2.417  -0.49
H47 -0.865 5.459 -2.070  0.46
H48 -1.565 5.451 0.326  0.38
H49 -3.837 6.237 0.946  0.39
H50 -5.399 7.043 -0.809  0.42
H51 -4.668 7.077 -3.194  0.43
F6 6.374 0.296 4.743  -0.34
C37 5.855 -0.719 5.447  0.22
C38 4.589 -1.196 5.126  -0.25
C39 4.049 -2.257 5.854  -0.56
C40 4.779 -2.821 6.904  -0.19
C41 6.047 -2.332 7.221  -0.48
C42 6.590 -1.279 6.485  -0.43
H52 4.033 -0.740 4.313  0.44
H53 3.064 -2.642 5.606  0.48
H54 4.356 -3.645 7.475  0.31
H55 6.611 -2.770 8.041  0.38
H56 7.578 -0.892 6.713  0.40
F7 -5.529 9.080 0.548  -0.25
C43 -4.571 10.013 0.630  0.11
C44 -4.890 11.282 1.100  0.02
C45 -3.892 12.252 1.190  -0.78
C46 -2.587 11.945 0.799  -0.42
C47 -2.277 10.669 0.324  -0.84
C48 -3.273 9.696 0.244  0.38
H57 -5.911 11.505 1.391  0.33
H58 -4.130 13.245 1.564  0.38
H59 -1.809 12.703 0.865  0.61
H60 -1.261 10.434 0.016  0.41
H61 -3.049 8.697 -0.114  0.10
F8 3.391 -9.478 -7.911  -0.31
C49 2.145 -9.912 -8.141  0.27
C50 1.441 -10.542 -7.121  -0.21
C51 0.141 -10.989 -7.360  -0.43
C52 -0.436 -10.811 -8.619  -0.43
C53 0.282 -10.182 -9.638  -0.39
C54 1.577 -9.725 -9.396  -0.41
H62 1.908 -10.678 -6.152  0.44
H63 -0.421 -11.476 -6.567  0.35
H64 -1.448 -11.164 -8.806  0.36
H65 -0.168 -10.048 -10.619  0.34
H66 2.145 -9.226 -10.174  0.40
F9 -0.496 13.609 0.011  -0.26
C55 0.507 13.627 -0.876  0.29
C56 0.335 13.023 -2.117  -0.24
C57 1.378 13.047 -3.043  -0.39
C58 2.586 13.666 -2.714  -0.47
C59 2.751 14.265 -1.464  -0.40
C60 1.704 14.251 -0.543  -0.48
H67 -0.608 12.540 -2.352  0.44
H68 1.251 12.584 -4.018  0.36
H69 3.401 13.680 -3.435  0.35
H70 3.694 14.743 -1.208  0.35
H71 1.812 14.720 0.430  0.40
F10 -8.368 11.763 2.587  -0.33
C61 -9.082 11.591 1.467  0.29
C62 -9.975 12.579 1.067  -0.45
C63 -10.715 12.404 -0.103  -0.36
C64 -10.561 11.236 -0.854  -0.41
C65 -9.665 10.248 -0.442  -0.47
C66 -8.918 10.429 0.722  -0.19
H72 -10.088 13.476 1.668  0.39
H73 -11.410 13.173 -0.428  0.35
H74 -11.142 11.097 -1.764  0.36
H75 -9.550 9.338 -1.026  0.36
H76 -8.211 9.675 1.052  0.45
F11 4.580 -5.730 8.666  -0.32
C67 3.334 -6.164 8.435  0.27
C68 2.629 -6.794 9.455  -0.53
C69 1.330 -7.242 9.217  -0.28
C70 0.753 -7.064 7.957  -0.57
C71 1.470 -6.435 6.938  -0.57
C72 2.765 -5.978 7.180  -0.28
H77 3.096 -6.931 10.425  0.39
H78 0.767 -7.729 10.010  0.35
H79 -0.259 -7.417 7.770  0.38
H80 1.021 -6.301 5.957  0.62
H81 3.334 -5.479 6.402  0.55